DFT (ωB97M-V/def2-TZVPD) results for one molecule with the formula C13H11ClO in a non-equilibrium geometry.

## Properties
Energy relative to the best compared isomer or geometry (same formula, charge and spin), kcal/mol: 67.17
Strongest force on any atom, eV/A: 4.63
Orbital gap (alpha / beta), eV: 3.8 / 3.6
HOMO (alpha / beta), eV: -6.2 / -6.2
Total energy, Ha: -1037.2130

Structure (ORCA input):
```
! wB97M-V def2-TZVPD RIJCOSX def2/J DEFGRID3
* xyz 0 1
C 4.75 -0.24 0.01
C 3.81 -1.17 0.56
C 4.19 0.92 -0.52
C 2.48 -0.93 0.57
C 2.84 1.20 -0.51
C 1.91 0.21 -0.04
C -2.93 -0.14 -1.14
C -1.88 -0.10 -0.17
C -0.43 -0.64 -0.27
C -4.25 0.00 -0.63
C -4.02 0.31 0.83
C -2.53 -0.01 1.03
C 0.53 0.36 -0.33
O -0.22 -1.78 0.14
Cl -0.07 1.98 -0.44
H 5.75 -0.28 -0.12
H 4.08 -2.06 1.12
H 4.94 1.56 -1.02
H 1.79 -1.55 1.15
H 2.43 1.94 -1.07
H -2.82 -0.54 -2.07
H -4.70 0.86 -1.05
H -4.92 -0.87 -0.67
H -3.97 1.31 1.20
H -4.71 -0.26 1.45
H -2.07 -0.09 1.98
*
```

DFT (ωB97M-V/def2-TZVPD) results for C13H11FIO2PSZn as an isolated structure in a non-equilibrium geometry.

## Properties
Strongest force on any atom, eV/A: 1.55
Orbital gap, eV: 3.6
HOMO, eV: -15.2
Total energy, Ha: -3568.1547

Structure (ORCA input):
```
! wB97M-V def2-TZVPD RIJCOSX def2/J DEFGRID3
* xyz 2 1
C -4.03 0.59 -0.50
C -2.83 -0.22 -0.10
F -3.18 -1.45 0.37
C -1.76 -0.40 -1.22
C -0.38 -0.31 -0.62
C 0.24 -1.50 -0.25
C 1.49 -1.48 0.34
C 2.15 -0.28 0.57
C 1.57 0.92 0.20
I 2.52 2.76 0.55
C 0.29 0.92 -0.40
P -0.46 2.46 -0.83
S 0.64 3.23 -2.39
C 3.50 -0.37 1.24
O 4.40 0.37 0.96
C 3.61 -1.45 2.23
C 2.97 -2.60 2.02
C 2.17 -2.75 0.79
O 2.07 -3.76 0.16
H -4.77 0.51 0.29
H -3.81 1.65 -0.59
H -4.51 0.22 -1.40
H -2.33 0.30 0.72
H -1.90 -1.41 -1.59
H -1.89 0.34 -2.00
H -0.27 -2.44 -0.41
H -0.54 3.36 0.24
H -1.77 2.29 -1.27
H 4.19 -1.29 3.13
H 3.02 -3.39 2.75
Zn -0.41 5.21 -3.00
*
```

The lowest total energy belongs to which entry?
C13H11FIO2PSZn

strongest force on any atom of number 2 (C13H11FIO2PSZn)?
1.55 eV/A

Which value of strongest force on any atom does entry 2 give?
1.55 eV/A